15
Properties=species:S:1:pos:R:3 method="wB97M-V/def2-TZVPD" smiles="C=CC.C=C" homo_energy_ev=-9.42 e_tot_ha=-196.4052 spin_multiplicity=1 largest_force_ev_per_a=3.50 charge=0 lumo_energy_ev=1.032
C -0.599 -3.926 0.443
C -0.469 -3.307 -0.727
H 0.050 -3.902 1.295
H -1.433 -4.651 0.654
H 0.392 -2.658 -0.900
H -1.065 -3.412 -1.598
C -0.205 2.331 1.297
C 0.530 2.800 0.027
C 0.866 2.170 -1.156
H -1.139 1.775 1.034
H 0.408 1.587 1.609
H -0.473 3.003 2.097
H 0.659 3.892 0.056
H 1.212 2.738 -1.996
H 0.657 1.221 -1.555